No. 1
11 unconnected molecules or ions with the total composition C44H111BN3O16 at a distorted geometry. Source: the Open Molecules 2025 dataset; level of theory: the ωB97M-V functional and the def2-TZVPD basis.

Cartesian coordinates (Å):
C: 4.82765 2.44438 -1.33235
C: 4.36916 1.14193 -2.08396
C: 2.83668 1.19605 -2.27892
C: 2.21250 -0.22389 -2.20575
C: 0.83913 -0.39661 -2.90696
C: -0.45795 -0.30279 -2.00221
C: -0.67347 1.22315 -1.92811
O: -1.63022 1.67010 -0.97912
C: -1.78791 3.08075 -1.00091
C: -1.51104 -1.07904 -2.85174
B: -1.64276 -0.50306 -4.35813
O: -1.12830 -1.19292 -5.43085
O: -2.26902 0.67848 -4.62743
N: -2.83345 -1.37557 -2.20548
N: -3.48738 -0.15243 -1.96337
C: -3.64492 -2.40029 -2.96745
C: -5.16327 -2.10496 -2.96035
C: -5.61739 -1.22609 -4.14377
C: -6.76737 -0.32577 -3.63011
O: -6.23109 0.86256 -3.08357
C: -6.92257 1.27560 -1.92318
C: -2.51938 -2.01473 -0.87188
C: -3.69857 -2.54732 -0.03062
C: -4.38246 -1.56078 0.97234
C: -4.08781 -1.88044 2.47141
N: -5.25641 -1.46252 3.28729
C: -1.65348 -1.15163 0.03558
C: -0.22187 -0.88655 -0.58341
C: 0.50759 -2.25552 -0.53037
C: 0.43642 0.07484 0.42444
O: 0.95759 -0.71305 1.50218
C: 1.61747 0.03941 2.44893
C: 0.82914 0.99197 3.32801
O: 2.75639 -0.12763 2.54714
H: 3.98155 3.10497 -1.11541
H: 5.51409 3.02241 -1.95320
H: 5.27951 2.20062 -0.36905
H: 4.91013 1.11261 -3.02682
H: 4.66535 0.31535 -1.44821
H: 2.59771 1.63820 -3.25047
H: 2.42824 1.76297 -1.43609
H: 2.91536 -0.82937 -2.78897
H: 2.31116 -0.58278 -1.18419
H: 0.86268 -1.37845 -3.38837
H: 0.83575 0.40266 -3.65659
H: 0.29537 1.64334 -1.61298
H: -0.87644 1.69947 -2.89447
H: -2.83992 3.33414 -1.14283
H: -1.24334 3.57086 -1.81721
H: -1.40526 3.52282 -0.07637
H: -1.05727 -2.07165 -3.00189
H: -1.29759 -2.13832 -5.30567
H: -1.84053 1.03709 -5.42486
H: -3.92410 0.26961 -2.77926
H: -4.19053 -0.19887 -1.23665
H: -3.39467 -2.50732 -4.02906
H: -3.51911 -3.40793 -2.57528
H: -5.49145 -1.73681 -1.98963
H: -5.63148 -3.08956 -3.07128
H: -6.03150 -1.81736 -4.95896
H: -4.82365 -0.54220 -4.45928
H: -7.22842 -0.88485 -2.79915
H: -7.56717 -0.17938 -4.36533
H: -8.00143 1.38290 -2.09001
H: -6.56339 2.25234 -1.60563
H: -6.79605 0.58323 -1.07584
H: -1.94082 -2.90102 -1.14220
H: -3.24549 -3.31177 0.60819
H: -4.49157 -3.08520 -0.55492
H: -5.46403 -1.69824 0.87486
H: -4.19723 -0.50198 0.76730
H: -4.03590 -2.96502 2.57615
H: -3.20956 -1.34533 2.83165
H: -5.72734 -0.68837 2.82548
H: -5.95871 -2.19705 3.27511
H: -1.46895 -1.76166 0.92514
H: -2.10729 -0.22768 0.38724
H: 1.56444 -2.20009 -0.28278
H: 0.03901 -2.98467 0.13277
H: 0.46439 -2.68164 -1.53931
H: 1.21565 0.71396 -0.00124
H: -0.31817 0.74545 0.84748
H: 1.52700 1.38201 4.06378
H: 0.38716 1.78060 2.72050
H: 0.05947 0.43427 3.86800
C: 6.59394 -3.74564 -2.62680
C: 6.51630 -2.36249 -2.00937
O: 5.40171 -1.62853 -2.51891
H: 6.67918 -3.67348 -3.71247
H: 7.45365 -4.29791 -2.24181
H: 5.68822 -4.31345 -2.41153
H: 7.41395 -1.79000 -2.24274
H: 6.42447 -2.43386 -0.91975
H: 4.60357 -2.13180 -2.30438
C: 6.93543 -0.67516 1.69329
C: 6.99762 0.59920 2.51525
O: 5.85407 1.39405 2.22897
H: 6.89635 -0.43987 0.62770
H: 7.80504 -1.30870 1.88174
H: 6.03130 -1.24155 1.92989
H: 7.88562 1.17855 2.26322
H: 7.02568 0.37874 3.58853
H: 5.08238 0.86757 2.47025
C: 11.96656 -2.00258 3.61999
C: 11.02339 -2.12330 2.43790
O: 9.74940 -2.61866 2.86160
H: 12.09603 -2.97113 4.10500
H: 12.94323 -1.63366 3.30390
H: 11.56052 -1.31875 4.37082
H: 11.42059 -2.81960 1.70220
H: 10.88371 -1.15824 1.95558
H: 9.39543 -1.99515 3.50595
C: 14.69444 0.48998 1.45228
C: 13.74142 0.36740 0.27809
O: 12.46864 -0.12121 0.70141
H: 14.82414 -0.47708 1.94037
H: 15.67074 0.85340 1.12830
H: 14.29733 1.17900 2.20216
H: 14.12984 -0.33541 -0.45745
H: 13.60463 1.33746 -0.21013
H: 12.11754 0.50639 1.34392
C: -4.91500 7.28094 -1.51150
C: -3.98839 6.09797 -1.71694
O: -3.03681 6.00332 -0.65803
H: -4.34233 8.20723 -1.45756
H: -5.63624 7.36017 -2.32631
H: -5.46179 7.18456 -0.57017
H: -3.42974 6.20696 -2.64571
H: -4.56096 5.16405 -1.76542
H: -3.52714 5.89704 0.16530
C: -6.21522 -1.17367 7.61518
C: -5.03670 -0.22981 7.46428
O: -4.00861 -0.82046 6.67589
H: -5.89696 -2.10832 8.07876
H: -7.00033 -0.72683 8.22777
H: -6.63499 -1.42455 6.63768
H: -4.60697 0.00287 8.43776
H: -5.35211 0.70761 6.99310
H: -4.38412 -1.01820 5.80842
C: 5.48126 -4.91947 2.15266
C: 5.72473 -4.19214 0.84472
O: 4.53173 -4.17401 0.05174
H: 5.15672 -5.94391 1.96430
H: 6.38653 -4.94318 2.76109
H: 4.68825 -4.43006 2.72483
H: 6.50068 -4.69297 0.26788
H: 6.03984 -3.16293 1.02936
H: 3.85344 -3.72061 0.56598
C: 2.45019 -5.84447 -3.04032
C: 2.61095 -4.56411 -2.24317
O: 3.31452 -3.58014 -3.00444
H: 3.42526 -6.23966 -3.32596
H: 1.91964 -6.60216 -2.46145
H: 1.89516 -5.65862 -3.96450
H: 3.18294 -4.74823 -1.33319
H: 1.63803 -4.15768 -1.96384
H: 2.80854 -3.40591 -3.80680
C: -10.35759 3.44343 0.64322
C: -9.34984 2.44934 1.18552
O: -8.04613 2.71106 0.66211
H: -10.39109 3.39845 -0.44644
H: -11.35575 3.24028 1.03467
H: -10.07647 4.46447 0.91423
H: -9.61909 1.43340 0.89711
H: -9.30868 2.49849 2.27792
H: -7.80215 3.60606 0.92576
C: -12.51428 8.06374 1.68179
C: -11.50539 7.06540 2.21701
O: -10.20629 7.32339 1.68458
H: -12.55239 8.01928 0.59264
H: -13.51144 7.86410 2.07709
H: -12.22958 9.08314 1.95273
H: -11.77996 6.05164 1.92737
H: -11.45665 7.11029 3.30970
H: -9.95459 8.21603 1.94718

Results
Electronic energy, eV: -85326.1748
Molar mass, g/mol: 949.19
Charge: +1
LUMO, eV: -2.28

=====

No. 2
A molecular structure, C16H34CuN4O4Si2 at a distorted geometry. Source: the Open Molecules 2025 dataset; level of theory: the ωB97M-V functional and the def2-TZVPD basis.

Cartesian coordinates (Å):
C: 1.03630 -1.92743 3.44337
C: 0.35897 -1.95786 2.04364
N: 1.35535 -1.53807 1.01799
Si: 0.67416 -1.33659 -0.56898
C: -1.00247 -2.15926 -0.81152
N: -0.97769 -3.58319 -0.46653
C: 1.88689 -2.31027 -1.79548
O: 3.17066 -1.91691 -1.61086
C: 3.50518 -0.63099 -2.18038
C: 4.96848 -0.52676 -2.57231
O: 0.66900 0.21677 -1.11944
Si: -0.11674 1.39378 -0.20132
C: 0.17249 3.01220 -1.11260
N: -0.22898 4.18795 -0.33143
O: -1.73290 1.12313 -0.01800
C: -2.60802 1.88569 -0.88526
C: -4.06672 1.40064 -0.79309
O: -4.40607 0.63732 -1.93869
C: -4.49523 -0.76566 -1.66332
C: -4.04693 -1.51731 -2.90895
C: 0.69863 1.63640 1.50559
C: -0.10258 1.60222 2.62130
C: 0.48584 1.83061 3.84572
C: 1.83559 2.09096 3.87557
C: 2.54290 2.08050 2.69586
N: 2.01656 1.86821 1.51026
H: 0.52683 -1.24553 4.12504
H: 2.06141 -1.55900 3.33610
H: 1.12748 -2.92853 3.86214
H: -0.51918 -1.30986 2.06735
H: 0.02507 -2.98393 1.89054
H: 2.00366 -2.32246 0.94567
H: -1.80056 -1.62118 -0.29676
H: -1.21763 -2.06516 -1.89182
H: -1.90223 -3.98998 -0.48081
H: -0.33704 -4.11395 -1.03656
H: 1.83968 -3.36751 -1.50613
H: 1.55424 -2.22679 -2.83981
H: 2.80766 -0.41547 -2.99221
H: 3.30458 0.11955 -1.40081
H: 5.57918 -0.10998 -1.77414
H: 5.38834 -1.45876 -2.94904
H: 5.03237 0.19303 -3.39268
H: -0.26283 3.00543 -2.11566
H: 1.26657 3.03780 -1.26510
H: -0.30911 4.00971 0.65818
H: 0.35929 4.98613 -0.51531
H: -2.32664 1.73996 -1.92958
H: -2.61372 2.94910 -0.63764
H: -4.73466 2.26489 -0.74659
H: -4.21054 0.85779 0.14834
H: -3.83836 -1.07000 -0.83997
H: -5.53884 -0.97870 -1.41273
H: -4.72144 -1.34213 -3.74571
H: -3.02053 -1.26379 -3.18093
H: -4.06539 -2.58730 -2.66924
H: -1.16721 1.41017 2.59298
H: -0.08343 1.82400 4.76946
H: 2.35714 2.27079 4.84497
H: 3.61312 2.27914 2.74072
Cu: 2.23000 3.21650 6.05661

Results
Electronic energy, eV: -91672.8791
Molar mass, g/mol: 466.19
Charge: +2
LUMO (spin up / spin down), eV: -8.37 / -9.32
Spin multiplicity: 2

=====

No. 3
2 unconnected molecules or ions with the total composition C4H12N3O. Source: the Open Molecules 2025 dataset; level of theory: the ωB97M-V functional and the def2-TZVPD basis.

Cartesian coordinates (Å):
C: 2.17859 0.95443 -0.23103
C: 1.51710 -0.39967 -0.07668
N: 0.96259 -0.94518 -1.21918
O: 1.39810 -0.94985 0.99163
H: 1.42254 1.73800 -0.27754
H: 2.77570 1.02043 -1.13331
H: 2.80299 1.12950 0.63571
H: 1.28986 -0.59148 -2.10753
H: 0.86401 -1.95414 -1.18737
C: -1.64908 -1.06359 1.46390
N: -1.57942 1.64535 -1.03749
C: -1.68581 0.45637 -0.46069
N: -1.37959 0.20121 0.77268
H: -0.71002 -1.45022 1.84727
H: -2.06767 -1.76512 0.75143
H: -2.35595 -0.87983 2.26801
H: -1.00246 2.35758 -0.61272
H: -1.61264 1.66951 -2.04456
H: -2.05372 -0.36163 -1.05549
H: -0.96027 0.93871 1.33223

Results
Electronic energy, eV: -10855.0166
Molar mass, g/mol: 118.16
Charge: +1
LUMO, eV: -3.30
Energy above the lowest of the compared OMol25 structures with the same formula, charge and spin, kJ/mol: 7.4

=====

No. 4
A molecular structure, C17H20Cl2N2O8Pd at a distorted geometry. Source: the Open Molecules 2025 dataset; level of theory: the ωB97M-V functional and the def2-TZVPD basis.

Cartesian coordinates (Å):
C: 0.25327 -1.11248 -2.19639
C: 1.11677 -0.02967 -2.52036
C: 0.30749 1.11952 -2.75325
C: 2.58376 -0.04169 -2.56866
C: -1.05175 0.73651 -2.59771
C: -1.09303 -0.64155 -2.26896
C: -2.32273 -1.43539 -2.08053
C: 0.69520 -2.47316 -1.84769
C: 0.80397 2.46863 -3.04304
C: -2.19957 1.65225 -2.72487
Pd: 1.12507 1.21453 0.95543
Cl: 2.50116 2.12402 -0.35584
Cl: 2.39444 -0.73458 1.08016
O: -0.39676 2.37037 0.39438
H: 3.00152 -0.98026 -2.20600
H: 2.97514 0.74256 -1.87478
H: 2.97026 0.20163 -3.56462
H: 1.58765 2.73699 -2.30941
H: -0.00224 3.20034 -2.95004
H: 1.23840 2.53957 -4.04897
H: -2.18510 2.38337 -1.90279
H: -3.13655 1.08971 -2.66864
H: -2.17806 2.19122 -3.68291
H: -3.06610 -0.82586 -1.55489
H: -2.14756 -2.30983 -1.44328
H: -2.77399 -1.75356 -3.03548
H: 1.49800 -2.41749 -1.10161
H: 1.05585 -3.02188 -2.72966
H: -0.11644 -3.04266 -1.39133
H: -1.00407 2.03125 1.06914
O: -1.96014 -2.87435 0.71978
H: -1.62691 -2.43513 1.52948
O: -0.14027 -1.27970 3.46873
C: 0.10274 -0.07672 3.49016
O: -0.09368 0.78740 2.54666
C: 0.61105 0.51866 4.82331
C: 1.35494 1.71076 4.95330
C: 1.76437 2.18979 6.23218
C: 1.40632 1.50783 7.40777
C: 0.62850 0.34578 7.28436
C: 0.23050 -0.13198 6.00996
N: 0.20460 -0.39576 8.44595
O: 0.50896 0.01326 9.58526
O: -0.46589 -1.43239 8.23593
N: 2.54529 3.39895 6.33708
O: 2.88079 3.99067 5.28958
O: 2.84426 3.79988 7.48514
H: 1.65060 2.26398 4.06652
H: 1.69447 1.88992 8.38693
H: -0.37117 -1.03795 5.97020

Results
Electronic energy, eV: -65829.7608
Molar mass, g/mol: 557.68
Charge: -2
LUMO (spin up / spin down), eV: 3.14 / 2.68
Spin multiplicity: 5
Energy above the lowest of the compared OMol25 structures with the same formula, charge and spin, kJ/mol: 54.9